A structure of composition C17H38Cl3F6IrNO9P2Si4, computed with the ωB97M-V functional and the def2-TZVPD basis.

relative energy (zero: lowest compared OMol25 entry of this formula, charge and spin): 81.59 kcal per mole
spin multiplicity: 1
total charge: -1
lowest unoccupied orbital energy: 0.0620 hartree
energy: -5327.641190 Eh
HOMO level: -0.1481 Ha

Each line ends with the Mulliken charge.
Element x y z (Å)
1 Ir -1.32374 -0.32163 -0.03121  2.40
2 N -3.72681 3.06687 -0.47412  -0.04
3 C -2.37096 3.53891 -0.94250  0.55
4 C -2.34272 5.01199 -1.28259  -1.75
5 P -1.26885 3.01461 0.44363  0.11
6 O -1.54632 4.29309 1.42028  -0.55
7 O 0.17606 2.88916 0.17216  -0.42
8 O -2.03047 1.83584 1.00888  -1.10
9 P -1.87553 2.45561 -2.38703  0.62
10 O -3.42442 2.09345 -2.89380  -0.74
11 O -1.15790 3.23454 -3.40356  -0.83
12 O -1.32711 1.17347 -1.83894  -0.45
13 H -4.25496 3.80501 -0.01544  0.36
14 H -3.45228 2.31452 0.23558  0.22
15 H -4.21922 2.65487 -1.27813  0.47
16 H -2.62596 5.62992 -0.42883  0.45
17 H -2.99366 5.21126 -2.13498  0.48
18 H -1.32289 5.26204 -1.57025  0.29
19 H -0.93600 4.25186 2.17199  0.41
20 H -3.39757 1.15236 -3.12573  0.36
21 C 1.11048 2.60254 3.09775  -1.15
22 Si 1.77597 0.95071 2.38129  0.88
23 C 3.67250 1.06687 2.63073  -1.08
24 C 1.18293 -0.29273 3.70722  -0.31
25 Si 0.88710 0.45161 0.21515  -0.46
26 Si 2.12320 1.24959 -1.70075  0.98
27 C 1.40360 0.39984 -3.24742  -0.95
28 C 3.97622 0.80316 -1.46622  -1.15
29 C 2.15192 3.11914 -2.06258  -1.17
30 Si 2.54576 -1.92762 0.27505  0.06
31 C 2.12017 -2.51344 -1.47578  -0.36
32 C 1.62658 -2.93685 1.58950  -0.12
33 C 4.41651 -2.20814 0.57357  -1.30
34 H 1.44067 2.79054 4.12117  0.51
35 H 0.01841 2.53927 3.10788  0.08
36 H 1.40227 3.45182 2.47748  0.37
37 H 3.91048 1.33609 3.66076  0.35
38 H 4.12771 1.81492 1.97972  0.29
39 H 4.15426 0.11248 2.41742  0.13
40 H 0.91517 0.21384 4.63635  0.46
41 H 1.93291 -1.04628 3.94658  0.35
42 H 0.29438 -0.81825 3.35924  -0.57
43 H 2.13941 -0.14307 -3.84199  0.46
44 H 0.92865 1.14875 -3.88240  0.48
45 H 0.61590 -0.29701 -2.96058  -0.05
46 H 4.16263 -0.25902 -1.61244  0.17
47 H 4.30633 1.05541 -0.45705  0.20
48 H 4.59912 1.35392 -2.17197  0.50
49 H 1.20603 3.40288 -2.52392  0.21
50 H 2.96306 3.40693 -2.73521  0.48
51 H 2.24408 3.69094 -1.13975  0.18
52 H 1.08031 -2.28031 -1.70645  -0.35
53 H 2.25880 -3.59470 -1.58293  0.48
54 H 2.73903 -2.02611 -2.22921  0.36
55 H 0.61232 -2.56796 1.71639  -0.72
56 H 2.12862 -2.87323 2.55514  0.43
57 H 1.56674 -3.99428 1.31263  0.59
58 H 5.03606 -1.60214 -0.08734  0.35
59 H 4.67283 -3.25662 0.39967  0.44
60 H 4.69391 -1.96529 1.60002  0.33
61 Cl -3.51067 -3.65353 3.29820  -0.16
62 C -3.14696 -1.93944 3.57080  0.66
63 Cl -4.61919 -1.10722 4.06391  -0.16
64 Cl -1.94951 -1.79108 4.86544  -0.15
65 C -2.56508 -1.36136 2.23784  0.20
66 O -1.40642 -1.75868 1.95762  -0.73
67 O -3.26166 -0.59579 1.58273  -0.65
68 C -1.16642 -4.00416 -0.35636  -1.26
69 C -1.90061 -3.15585 -1.41158  1.15
70 O -1.49415 -1.87412 -1.54856  -0.93
71 C -3.42040 -3.24562 -1.07205  0.13
72 F -3.94609 -4.47223 -1.31385  -0.30
73 F -3.65027 -3.00336 0.22698  -0.07
74 F -4.16666 -2.37346 -1.76896  -0.28
75 C -1.69970 -3.83573 -2.79486  0.39
76 F -1.93434 -5.16754 -2.78965  -0.30
77 F -2.48192 -3.31425 -3.75518  -0.28
78 F -0.42924 -3.69394 -3.20600  -0.19
79 H -1.09660 -3.41131 0.55192  -0.03
80 H -0.16251 -4.24210 -0.70410  0.25
81 H -1.71331 -4.92519 -0.15641  0.49

A cluster of 3 separate species, C17H38F3IO6P in total, computed with the ωB97M-V functional and the def2-TZVPD basis.

spin multiplicity: 1
total charge: +1
lowest unoccupied orbital energy: -0.0925 hartree
energy: -2060.311072 Eh
HOMO level: -0.3916 Ha

Each line ends with the Mulliken charge.
Element x y z (Å)
1 O 2.40179 -0.28007 -0.06262  -0.42
2 C 3.81741 -0.15861 -0.00718  -0.89
3 C 4.26344 -0.63207 1.37438  0.04
4 C 3.40892 0.01766 2.48745  -0.80
5 P 2.98892 -1.07441 3.85506  0.04
6 C 4.18519 -2.37800 4.13938  -0.76
7 C 5.58381 -1.81575 4.49448  -0.61
8 C 6.68186 -2.24263 3.50899  -1.21
9 I 7.97147 -0.63888 2.96774  0.07
10 C 1.32623 -1.72626 3.63060  -0.77
11 C 1.18559 -2.51131 2.32367  0.37
12 O 1.74354 -3.78108 2.54596  -0.60
13 C -0.28808 -2.59982 1.93113  0.65
14 F -1.06323 -3.00041 2.93977  -0.29
15 F -0.72151 -1.39660 1.52742  -0.24
16 F -0.43626 -3.46402 0.92173  -0.26
17 H 2.10124 -0.33326 -0.97827  0.24
18 H 4.29000 -0.77998 -0.77096  0.43
19 H 4.12780 0.87813 -0.17222  0.36
20 H 5.30987 -0.36340 1.53159  -0.04
21 H 4.20849 -1.72400 1.39901  0.17
22 H 2.44879 0.34645 2.07692  0.55
23 H 3.90314 0.89946 2.89978  0.64
24 H 2.98241 -0.33593 5.04010  0.22
25 H 4.19336 -3.03704 3.26896  0.52
26 H 3.76991 -2.97371 4.95795  0.56
27 H 5.56014 -0.72488 4.56738  0.50
28 H 5.84374 -2.16528 5.49368  0.34
29 H 6.27288 -2.63488 2.58069  0.42
30 H 7.33730 -2.99535 3.93586  0.52
31 H 1.07820 -2.38266 4.46826  0.43
32 H 0.63865 -0.87511 3.63471  0.50
33 H 1.66365 -1.98264 1.48692  -0.07
34 H 1.73229 -4.29107 1.72458  0.40
35 C -0.87656 -0.51895 -1.81160  -0.13
36 O -0.84537 -1.26297 -3.00803  -0.41
37 C -1.62154 -2.45327 -2.95911  -0.25
38 C -3.00996 -2.26331 -3.53220  -0.61
39 O -3.76987 -1.34203 -2.77446  -0.43
40 C -3.86609 -0.05447 -3.36171  -0.57
41 H -0.44099 0.45874 -2.02990  0.29
42 H -1.89247 -0.37250 -1.43936  0.33
43 H -0.28995 -1.01912 -1.02854  -0.28
44 H -1.69925 -2.80881 -1.92474  0.09
45 H -1.09224 -3.21227 -3.54045  0.42
46 H -3.52887 -3.22611 -3.51170  0.43
47 H -2.94060 -1.93958 -4.57590  0.32
48 H -4.54766 -0.06196 -4.21802  0.40
49 H -2.89138 0.31350 -3.69128  0.31
50 H -4.25954 0.62182 -2.60724  0.08
51 C -2.86376 3.54371 -2.26989  -0.78
52 O -4.05719 3.19859 -2.94182  -0.35
53 C -5.21841 3.29274 -2.13181  -0.36
54 C -5.97385 4.58418 -2.35899  -0.71
55 O -5.21459 5.71640 -1.97846  -0.37
56 C -4.62423 6.40275 -3.06685  -0.67
57 H -2.08799 3.65682 -3.02610  0.25
58 H -2.96667 4.48084 -1.71805  0.42
59 H -2.56458 2.75170 -1.57069  0.26
60 H -4.94961 3.20559 -1.07293  0.34
61 H -5.87068 2.45173 -2.38563  0.37
62 H -6.88185 4.56925 -1.74920  0.38
63 H -6.27400 4.65797 -3.40959  0.37
64 H -5.38033 6.94062 -3.64801  0.33
65 H -4.08644 5.72080 -3.73040  0.28
66 H -3.92442 7.12499 -2.65020  0.24

A structure of composition C17H38I2InO2, computed with the ωB97M-V functional and the def2-TZVPD basis.

spin multiplicity: 1
total charge: -1
lowest unoccupied orbital energy: 0.0807 hartree
energy: -1606.468166 Eh
HOMO level: -0.1660 Ha

Each line ends with the Mulliken charge.
Element x y z (Å)
1 C 4.43728 2.56123 1.36946  -1.57
2 C 4.80427 1.26532 0.64517  0.07
3 C 3.64634 0.24796 0.68092  -0.62
4 C 3.33783 -0.40195 -0.67875  -0.72
5 C 1.87210 -0.30311 -1.06691  -1.22
6 C 0.95954 -1.19516 -0.20454  -0.10
7 C 0.10257 -2.11285 -1.07179  -0.75
8 C -1.05015 -2.82063 -0.36127  -1.13
9 C -2.09497 -1.93621 0.30386  -0.31
10 C -3.12666 -1.35014 -0.67542  -1.06
11 In -4.43303 0.13212 0.39847  1.07
12 C -6.61014 -0.18263 -0.11319  -0.87
13 O -7.43058 -0.61000 0.99702  -0.42
14 C -7.47452 0.33893 2.03059  -0.61
15 C -3.68621 2.26369 0.08872  -1.09
16 I -1.56027 2.11474 -0.33285  -0.05
17 C -4.34251 3.01940 -1.01208  -0.45
18 C -5.86287 3.05672 -0.85658  -0.88
19 I -3.65176 5.15277 -1.01782  -0.10
20 H 3.69315 3.12128 0.81040  0.34
21 H 5.31811 3.19258 1.46649  0.43
22 H 4.05836 2.36288 2.36550  0.36
23 H 5.07032 1.52576 -0.37683  0.29
24 H 5.68672 0.85866 1.11816  0.03
25 H 2.76350 0.75797 1.04814  0.46
26 H 3.93350 -0.52182 1.38998  0.27
27 H 3.94254 0.08660 -1.44137  0.51
28 H 3.60688 -1.45576 -0.69166  0.34
29 H 1.54161 0.73075 -1.04546  0.27
30 H 1.78049 -0.62111 -2.10395  0.51
31 H 1.60630 -1.83343 0.39713  0.21
32 H 0.36352 -0.59684 0.47051  0.30
33 H 0.77277 -2.88670 -1.44719  0.32
34 H -0.27314 -1.58726 -1.94899  0.43
35 H -1.55275 -3.46504 -1.07926  0.35
36 H -0.61499 -3.48766 0.39028  0.34
37 H -2.66670 -2.50816 1.02985  0.31
38 H -1.65692 -1.11571 0.86437  0.23
39 H -3.73877 -2.16452 -1.05720  0.38
40 H -2.63724 -0.87921 -1.52666  0.29
41 H -4.20794 -0.20593 2.14842  -0.42
42 H -6.63112 -1.01290 -0.81197  0.33
43 H -7.11392 0.65578 -0.60371  0.28
44 H -6.64306 0.22017 2.72344  0.21
45 H -7.47253 1.35534 1.63568  0.20
46 H -8.39743 0.19318 2.59146  0.29
47 H -3.77392 2.81513 1.01522  0.55
48 H -4.04119 2.67428 -1.98686  0.56
49 H -6.33164 2.46861 -1.63809  0.16
50 H -6.15999 2.72006 0.12885  0.11
51 H -6.22953 4.06701 -0.96530  0.54
52 C 7.22964 -2.17345 -0.87421  -0.81
53 C 8.07704 -1.19060 -0.08699  -0.31
54 O 7.36592 -0.66206 1.02800  -0.48
55 H 6.31400 -1.69218 -1.21936  0.09
56 H 7.77339 -2.55674 -1.73933  0.35
57 H 6.93880 -3.02041 -0.24790  0.32
58 H 8.34920 -0.33896 -0.70857  0.29
59 H 9.00028 -1.66960 0.25832  0.28
60 H 7.12047 -1.40021 1.59767  0.28